No. 1
75
Properties=species:S:1:pos:R:3 method="wB97M-V/def2-TZVPD" total_energy_ev=-75888.9689 total_charge=+3
Al -0.24831 -0.35508 -0.04236
P 0.49958 -2.38579 -1.08249
P 2.12911 -0.14013 0.94279
P -2.65378 -0.10382 -0.07075
H 3.14229 3.08398 -0.82683
C 2.37589 3.76449 -1.19788
C 1.45073 4.33265 -0.42252
H 1.45837 4.24827 0.66824
C 1.97746 -2.06533 -2.12878
C 1.02771 -3.85352 -0.12902
C -0.75313 -3.02596 -2.25189
C 2.42461 1.52112 1.64205
C 2.44538 -1.24511 2.38751
C 3.75303 -0.32844 0.08403
C -3.09203 1.49682 0.69093
C -3.80979 -1.23255 0.77601
C -3.41582 0.03216 -1.71781
H 2.43844 4.01717 -2.25981
H 0.70195 5.00275 -0.84880
H 1.79463 -2.52512 -3.10863
H 2.86858 -2.51966 -1.67449
H 2.17725 -0.98595 -2.27075
H 1.01973 -4.73008 -0.79337
H 0.34312 -4.02969 0.71141
H 2.04430 -3.70276 0.25652
H -0.28741 -3.19606 -3.23452
H -1.58268 -2.31383 -2.37115
H -1.15141 -3.97966 -1.87291
H 3.48839 1.61525 1.90495
H 1.82556 1.66875 2.54960
H 2.16600 2.30418 0.91345
H 3.52399 -1.24657 2.60757
H 2.13145 -2.27246 2.16031
H 1.89667 -0.90445 3.27572
H 4.54537 0.04528 0.75211
H 3.76510 0.26031 -0.84304
H 3.95393 -1.38152 -0.15353
H -4.17949 1.66021 0.61915
H -2.57367 2.31448 0.17022
H -2.79271 1.51392 1.74691
H -4.81286 -0.78647 0.76101
H -3.52100 -1.39503 1.82042
H -3.85208 -2.19721 0.25783
H -4.47710 0.26201 -1.55862
H -3.31449 -0.91813 -2.25695
H -2.94856 0.82722 -2.31430
C -0.23652 1.10558 -2.92610
C 0.23995 0.29187 -3.95272
C 0.00222 0.69053 -5.27156
C -0.67719 1.88734 -5.51674
C -1.10799 2.70173 -4.46621
C -0.87878 2.30800 -3.13409
O 0.05084 0.72681 -1.55557
H 0.82216 0.04441 -1.61543
H 0.76404 -0.63941 -3.72121
H 0.34734 0.05393 -6.08243
H -0.86447 2.18926 -6.54991
H -1.63884 3.62860 -4.67128
H -1.16691 2.94621 -2.29115
N -1.29290 -3.17331 1.79574
C -0.95922 -2.08173 2.55379
N -0.76842 -0.83077 2.10820
C -0.63849 0.06541 3.20659
C -0.52190 1.45364 3.13656
C -0.17768 2.15289 4.29732
C 0.01247 1.47381 5.50470
C -0.16675 0.08800 5.59077
C -0.50446 -0.60796 4.43364
S -0.71862 -2.34784 4.24489
H -1.51651 -4.00049 2.34023
H -1.82314 -3.03605 0.93843
H -0.68273 1.94835 2.17249
H -0.06229 3.23920 4.25232
H 0.31028 2.03475 6.39126
H -0.04776 -0.46338 6.51994


No. 2
87
Properties=species:S:1:pos:R:3 method="wB97M-V/def2-TZVPD" total_energy_ev=-156411.0028
Na -2.17776 0.48227 -3.21036
As -0.15265 1.14902 -0.46664
F -1.86569 1.17837 -0.82221
F -0.19380 2.85561 -0.78098
F 1.56334 1.30139 -0.35599
F -0.12369 -0.48799 0.01793
F 0.11890 0.69235 -2.12397
F -0.40852 1.49018 1.21223
C 5.98235 0.08969 -0.05841
C 4.51075 -0.13715 0.27715
C 3.97908 0.60481 1.52270
C 4.83218 0.55734 2.69357
N 5.53795 0.51343 3.60577
H 6.21801 -0.30579 -1.04450
H 6.60608 -0.35850 0.71515
H 6.24480 1.15235 -0.08037
H 4.42861 -1.19333 0.56306
H 3.89054 0.10202 -0.58128
H 2.96445 0.25341 1.70440
H 3.87164 1.63707 1.17131
C -3.01232 -0.92868 2.00548
C -4.25907 -1.40798 1.30293
C -3.96331 -2.49282 0.24550
C -3.24760 -1.89832 -0.86512
N -2.67856 -1.42837 -1.74276
H -2.35345 -0.38473 1.32031
H -2.40752 -1.72812 2.43178
H -3.24922 -0.17552 2.75997
H -4.76175 -0.60647 0.75837
H -4.99018 -1.79511 2.01440
H -4.90125 -2.91374 -0.12968
H -3.42680 -3.36857 0.61744
C 2.49064 -5.24695 1.36763
C 2.75138 -3.74244 1.47828
C 1.51440 -3.01637 0.98408
S 0.83619 -4.05480 -0.31381
O 1.22405 -3.51551 -1.59160
O -0.54614 -4.35844 -0.03916
C 1.82837 -5.51922 0.02309
H 1.97379 -5.64251 2.24586
H 3.44418 -5.77972 1.43390
H 3.65066 -3.46541 0.92492
H 2.93101 -3.44423 2.51204
H 1.64116 -2.01492 0.58226
H 0.75273 -2.99134 1.76383
H 2.62864 -5.52915 -0.71388
H 1.14746 -6.35883 -0.05648
C -1.99924 2.63962 5.65773
C -1.65512 3.41545 4.36824
C -2.73766 3.20704 3.31921
S -4.25234 3.11021 4.28009
O -5.22398 2.19672 3.74700
O -4.63954 4.45691 4.62401
C -3.49681 2.38146 5.74909
H -1.61394 3.20739 6.50402
H -1.41282 1.71865 5.68482
H -0.68861 3.17676 3.92687
H -1.59539 4.47870 4.61788
H -2.62409 2.19597 2.91336
H -2.85269 3.91798 2.50923
H -3.74031 1.32254 5.70551
H -3.99441 2.86447 6.58466
C 2.30916 -2.28239 -3.89962
C 2.69583 -0.95969 -3.22993
C 2.37718 0.15795 -4.21076
S 0.98302 -0.44908 -5.19782
O 1.33725 -0.58648 -6.58317
O -0.20545 0.29765 -4.83352
C 0.90017 -2.05208 -4.40118
H 2.31909 -3.08784 -3.16770
H 2.99839 -2.50132 -4.71760
H 3.74707 -0.90506 -2.94303
H 2.12570 -0.81533 -2.30922
H 3.18768 0.35348 -4.91313
H 2.03376 1.10576 -3.80275
H 0.48782 -2.78464 -5.09185
H 0.20287 -1.95168 -3.56716
N -1.55451 4.00683 -3.00461
C -2.03887 4.21372 -4.27022
C -3.30419 4.70746 -4.14099
C -3.58074 4.83771 -2.74794
C -2.46333 4.42721 -2.08609
H -0.61039 3.71709 -2.81510
H -1.44339 4.06763 -5.15454
H -3.98620 4.92873 -4.94679
H -4.53468 5.19866 -2.40467
H -2.30034 4.29756 -1.03045


No. 3
84
Properties=species:S:1:pos:R:3 method="wB97M-V/def2-TZVPD" total_energy_ev=-49588.9707
C 2.57172 1.67583 0.82582
C 2.32973 3.01041 1.56348
B 1.73024 3.95544 0.47185
O 2.54509 4.92426 -0.10221
B 0.09843 3.81677 -0.04454
B -1.17520 3.52784 1.02178
N -1.95282 2.33688 0.76769
O -1.53108 4.35266 2.08460
H 3.11924 0.95352 1.43772
H 1.63217 1.22586 0.48392
H 3.17356 1.94290 -0.05462
H 3.29609 3.36484 1.94737
H 1.63162 2.89854 2.40068
H 2.62930 4.70348 -1.04498
H -0.18468 3.84720 -1.21082
H -1.85188 2.11098 -0.22070
H -1.56355 1.52381 1.25489
H -0.88105 4.42260 2.79049
C 0.95045 7.36689 -2.76662
C 1.16084 5.98841 -3.17240
N 1.32424 4.88754 -3.48044
H 1.85835 7.74357 -2.30073
H 0.71755 7.97584 -3.63811
H 0.12507 7.42102 -2.05664
C 1.48729 0.08776 4.60772
C 0.61389 0.62890 3.57216
N -0.01459 1.06289 2.70135
H 2.24297 -0.54170 4.14089
H 1.97465 0.90150 5.14228
H 0.91664 -0.52812 5.29984
C 5.77109 5.95664 -1.01691
C 4.95466 6.56173 -2.05046
N 4.31186 7.01821 -2.89002
H 6.52253 5.31922 -1.48008
H 6.26723 6.73425 -0.43886
H 5.14126 5.36213 -0.35564
C -3.44302 6.97312 1.57957
C -2.54948 7.66347 0.66322
N -1.84804 8.20956 -0.06863
H -2.85938 6.35100 2.25460
H -4.03778 7.68869 2.14418
H -4.10895 6.32512 1.01206
C 1.84877 -4.26470 2.13728
C 1.09518 -3.39947 3.02832
N 0.49022 -2.72035 3.73390
H 2.14540 -3.71260 1.24762
H 2.73729 -4.64014 2.64302
H 1.23199 -5.10765 1.83313
C -3.76885 1.06859 -2.69918
C -2.40188 0.61093 -2.50487
N -1.32142 0.31106 -2.28250
H -4.18503 0.64257 -3.61060
H -4.38006 0.76434 -1.85136
H -3.78124 2.15448 -2.77474
C -2.10267 -3.12567 -1.35787
C -1.28939 -4.05368 -0.60876
N -0.67257 -4.81180 -0.01246
H -1.47839 -2.35706 -1.81415
H -2.64238 -3.64827 -2.14483
H -2.81424 -2.64795 -0.68621
C 0.56412 -7.67660 4.00837
C 1.88343 -7.88656 3.44441
N 2.93116 -8.04450 2.99385
H 0.04847 -6.88046 3.47428
H -0.01982 -8.58870 3.92655
H 0.65019 -7.40111 5.05797
C -3.61881 -1.93729 -5.91654
C -3.96290 -2.79364 -4.79281
N -4.23449 -3.48051 -3.90988
H -2.79999 -1.27442 -5.63958
H -3.30598 -2.54841 -6.76104
H -4.48346 -1.34427 -6.20915
C 2.12486 -6.00533 -1.50405
C 3.11454 -5.43894 -2.40663
N 3.89642 -4.99099 -3.12255
H 2.62408 -6.51453 -0.68111
H 1.48615 -5.22338 -1.10034
H 1.50486 -6.72257 -2.03891
C -3.33104 -7.13058 0.45402
C -3.68877 -7.94946 1.59888
N -3.97247 -8.59001 2.51129
H -2.50095 -6.47282 0.70622
H -3.03534 -7.76647 -0.37855
H -4.18679 -6.52762 0.15421